134
Properties=species:S:1:pos:R:3:forces:R:3:mulliken_charge:R:1 method="wB97M-V/def2-TZVPD" energy_ha=-6825.96396 e_homo_ev=-11.2 gap_ev=6.414 total_charge=+1 multiplicity=1
C 3.23523 1.41020 -6.43625 0.02 1.19 -0.06 -1.10
C 1.65699 1.53816 -6.43037 -0.75 -0.27 0.94 -0.82
C 0.90242 0.11716 -6.31957 0.03 1.13 -0.59 -0.23
Br 1.57821 -0.69435 -4.61577 -0.50 0.18 -1.01 0.12
C -0.68197 0.28951 -6.29383 -1.74 1.98 -0.25 0.72
C -1.31080 1.65668 -6.43672 -1.99 -1.87 0.13 -0.51
C -2.82334 1.84288 -6.44518 1.70 -3.40 1.36 0.50
C -3.39291 3.28776 -6.64461 -0.47 1.95 -2.24 -0.03
O -3.38470 3.75613 -7.78152 0.48 -1.66 2.30 -0.48
O -3.86560 4.10050 -5.61265 1.81 -1.43 -0.97 -0.38
C -3.65376 0.60096 -6.25980 2.55 0.92 -0.18 -0.39
C -2.95459 -0.69979 -6.12493 -0.93 2.25 -0.26 0.29
F -3.75417 -1.81911 -5.95969 2.39 2.30 -0.40 -0.23
N -1.54950 -0.83824 -6.16120 -1.48 0.98 -0.57 0.14
C -1.05073 -2.25089 -6.04451 -0.23 -2.03 1.13 -0.76
C -1.11324 -2.68436 -4.48581 0.43 0.99 -0.23 -0.84
H 3.66009 1.11884 -5.42073 -0.73 0.07 -1.48 0.21
H 3.64209 2.46129 -6.62651 -0.54 -1.38 0.16 0.36
H 3.62919 0.76481 -7.27437 -0.51 0.50 1.05 0.31
H 1.32010 2.11896 -5.50404 0.62 -0.64 -1.17 0.38
H 1.23304 2.10406 -7.31511 0.81 -0.79 0.71 0.42
H 1.24914 -0.48462 -7.22329 -0.69 0.33 1.40 0.50
H -0.71087 2.60065 -6.57088 -0.50 -1.54 0.25 0.33
H -3.54676 5.00269 -5.86033 -0.73 -0.66 0.04 0.36
H -4.77560 0.73624 -6.23486 1.53 -0.76 0.04 0.47
H -1.74560 -2.98225 -6.57622 0.79 1.48 0.31 0.41
H -0.03117 -2.40081 -6.49549 -1.09 0.72 0.59 0.38
H -0.97621 -1.72179 -3.88847 -0.01 -1.51 -0.56 0.25
H -2.12470 -3.09789 -4.20905 1.18 0.22 -0.48 0.37
H -0.25817 -3.40055 -4.25653 -1.31 0.92 -0.23 0.28
O -1.72866 3.26771 -0.99713 2.87 2.92 1.07 -0.74
P -2.38221 4.15285 0.05587 -7.65 -4.77 0.14 1.10
O -2.87371 2.96155 1.08166 0.72 0.66 -0.10 -0.33
C -1.89467 2.33526 1.90507 0.13 -0.14 0.45 -0.44
C -1.58436 3.18458 3.12296 0.06 0.12 0.00 -0.81
O -3.81598 4.36635 -0.75269 0.73 1.06 -0.21 -0.36
C -3.83787 4.39907 -2.17536 -0.22 -0.31 -0.19 -0.46
C -4.31836 3.06925 -2.72243 -0.11 -0.37 0.02 -0.89
O -2.96012 5.28194 1.18288 3.57 -0.01 -1.21 -0.19
C -2.76793 6.67151 0.86957 -0.38 0.71 0.22 -0.38
C -3.98830 7.25145 0.17690 -0.04 -0.05 -0.40 -0.87
H -0.98636 2.13040 1.32935 -0.04 -0.05 -0.05 0.28
H -2.30927 1.37570 2.22313 -0.08 0.08 -0.16 0.34
H -1.08662 4.11373 2.83253 0.03 -0.04 0.09 0.18
H -0.93210 2.64763 3.81476 -0.02 0.03 -0.03 0.52
H -2.50292 3.46130 3.64347 0.08 -0.07 -0.04 0.11
H -2.86017 4.67316 -2.57804 0.00 -0.16 0.01 0.36
H -4.53811 5.18505 -2.47455 -0.02 0.02 0.15 0.45
H -3.70532 2.24001 -2.36224 0.13 0.16 0.04 0.29
H -4.30024 3.07155 -3.81233 -0.09 -0.01 0.28 0.09
H -5.34010 2.87039 -2.38886 0.04 0.09 -0.02 0.34
H -1.86802 6.80822 0.26506 0.00 0.11 0.05 0.32
H -2.61281 7.18951 1.81945 0.11 -0.18 -0.04 0.33
H -4.00705 6.96815 -0.87678 -0.08 0.00 0.07 0.08
H -3.97563 8.34203 0.22054 0.04 -0.04 0.11 0.41
H -4.91172 6.88325 0.62979 0.15 0.06 0.07 0.28
O 3.52950 -2.86148 -1.36706 -2.92 0.79 3.01 -0.63
P 4.24744 -2.08921 -0.26879 7.89 0.13 -4.54 1.17
O 4.83127 -0.86236 -1.20683 -0.75 0.07 0.52 -0.45
C 3.92410 0.14418 -1.62813 0.09 0.35 0.03 0.03
C 3.69292 1.16430 -0.52890 -0.13 0.07 0.13 -1.11
O 5.61545 -3.02188 -0.25410 -0.88 -0.22 1.03 -0.37
C 5.53882 -4.41876 -0.54256 0.18 -0.27 -0.38 -0.14
C 5.99043 -4.68761 -1.96491 0.07 0.08 -0.15 -1.23
O 4.89318 -1.28560 1.07920 -3.68 -0.77 -0.29 -0.27
C 4.66368 -1.88722 2.36505 0.38 -0.02 0.75 -0.33
C 5.82474 -2.77810 2.76842 0.01 -0.39 -0.16 -0.90
H 2.97947 -0.30615 -1.94925 -0.03 -0.02 -0.04 -0.03
H 4.36976 0.63706 -2.49650 0.06 -0.15 0.02 0.32
H 3.16685 0.71186 0.31583 -0.02 0.07 -0.04 0.22
H 3.09621 2.00260 -0.89563 -0.01 -0.04 0.01 0.44
H 4.64319 1.54434 -0.14828 -0.05 -0.04 -0.11 0.26
H 4.53444 -4.80438 -0.35754 0.02 0.05 -0.15 0.21
H 6.21061 -4.93251 0.15092 0.01 0.16 0.06 0.38
H 5.40910 -4.11089 -2.68703 -0.13 -0.08 0.13 0.22
H 5.89762 -5.74855 -2.20570 0.01 0.03 0.02 0.38
H 7.03407 -4.38911 -2.09208 -0.04 -0.08 0.08 0.34
H 3.72148 -2.44052 2.36777 0.01 0.02 0.11 0.32
H 4.57127 -1.06857 3.08353 -0.10 0.01 -0.18 0.33
H 5.77102 -3.73996 2.25634 0.08 0.07 0.01 0.12
H 5.80327 -2.97872 3.84108 -0.03 0.12 -0.02 0.40
H 6.78217 -2.32216 2.50598 -0.15 0.07 0.08 0.28
O 1.36826 -8.03175 0.71882 -2.27 -3.52 0.70 -0.71
P 1.49629 -8.91467 -0.51319 5.55 5.78 -4.03 1.10
O 3.14233 -8.93870 -0.60520 -0.67 -0.62 0.26 -0.28
C 3.85711 -9.75297 0.31852 0.31 -0.27 0.06 -0.37
C 3.86449 -11.20353 -0.12604 -0.09 -0.14 -0.02 -0.98
O 1.22264 -7.71408 -1.62536 -1.08 -0.71 0.07 -0.35
C 0.35042 -6.63098 -1.31415 0.18 0.39 0.13 -0.39
C 1.15563 -5.40025 -0.94423 0.13 0.05 -0.08 -1.11
O 1.46611 -9.99935 -1.81958 -1.61 -0.83 3.22 -0.28
C 0.17571 -10.46274 -2.24849 -0.27 -0.28 -0.66 -0.37
C -0.36240 -9.61205 -3.38518 -0.21 0.36 0.07 -0.87
H 3.43267 -9.65383 1.32234 0.03 0.07 0.00 0.31
H 4.88177 -9.37535 0.35284 -0.14 0.12 -0.06 0.31
H 2.85783 -11.62805 -0.08226 0.07 -0.05 0.04 0.24
H 4.51725 -11.80204 0.51263 -0.03 0.04 0.00 0.41
H 4.20386 -11.28943 -1.16055 0.03 0.05 0.10 0.24
H -0.35383 -6.90566 -0.52639 0.13 0.05 0.05 0.38
H -0.24077 -6.41886 -2.21093 0.07 -0.13 -0.07 0.32
H 1.83748 -5.59936 -0.11547 -0.17 -0.08 0.04 0.29
H 0.49552 -4.57540 -0.66587 0.02 0.01 -0.02 0.40
H 1.77345 -5.08458 -1.78859 -0.08 0.03 0.04 0.28
H -0.52259 -10.48725 -1.40847 -0.06 -0.08 -0.07 0.33
H 0.31052 -11.48910 -2.59958 0.07 0.06 0.18 0.33
H -0.77268 -8.67440 -3.00652 0.07 -0.02 -0.07 0.12
H -1.16691 -10.13147 -3.90931 0.08 -0.09 0.02 0.40
H 0.42703 -9.35879 -4.09672 -0.03 -0.16 0.09 0.28
O -1.77448 5.56458 6.15492 0.77 4.27 -0.29 -0.68
P -2.08989 6.13030 7.53365 -1.93 -8.32 3.34 1.09
O -1.14397 5.09396 8.40139 0.17 0.92 -0.20 -0.34
C 0.26361 5.30141 8.39576 0.29 0.00 0.24 -0.30
C 0.65747 6.39360 9.37264 0.01 0.17 0.03 -0.99
O -3.52521 5.32894 7.72369 -0.28 1.28 -0.29 -0.36
C -4.35605 5.07673 6.59224 -0.16 -0.27 -0.13 -0.32
C -4.19105 3.65250 6.11431 0.11 -0.28 0.04 -1.16
O -2.44242 6.92422 8.99287 1.49 1.85 -2.89 -0.28
C -3.28547 8.08531 8.91308 -0.50 0.36 0.52 -0.34
C -4.74023 7.72416 9.15455 -0.23 -0.14 -0.32 -0.91
H 0.61048 5.53738 7.38474 -0.01 -0.07 -0.02 0.25
H 0.72794 4.35850 8.69418 -0.17 0.00 -0.07 0.34
H 0.27639 7.36431 9.04392 0.08 -0.01 0.03 0.24
H 1.74376 6.46322 9.46009 -0.04 0.00 -0.03 0.41
H 0.23334 6.20057 10.36028 0.06 -0.06 -0.09 0.24
H -4.15485 5.78897 5.78945 0.09 -0.10 0.00 0.36
H -5.39020 5.23749 6.91069 0.07 0.03 0.11 0.38
H -3.14751 3.43171 5.88318 -0.05 0.15 -0.05 0.17
H -4.79677 3.47260 5.22331 0.00 -0.01 0.02 0.37
H -4.49621 2.94959 6.89352 -0.07 0.09 -0.04 0.37
H -3.15739 8.58791 7.95125 -0.04 0.10 0.06 0.32
H -2.95035 8.77195 9.69488 0.13 -0.08 -0.13 0.33
H -5.18337 7.28288 8.26044 0.00 -0.04 0.10 0.14
H -5.32323 8.61322 9.40201 0.10 0.01 0.06 0.40
H -4.83714 6.99353 9.96086 0.10 0.15 -0.01 0.28